{
  "formula": "C24H28N4O4",
  "method": "ωB97M-V/def2-TZVPD",
  "homo_lumo_gap_ha": 0.3092,
  "smiles": "COc1ccc(Cn2c(=O)[nH]c3cc(C(=O)NCCCN4CCCC4)ccc3c2=O)cc1",
  "relative_energy_kcal_mol": 27.5,
  "e_tot_ha": -1451.41566,
  "lumo_energy_ev": 0.01,
  "charge": 0,
  "molar_mass_g_mol": 436.512,
  "elements": ["C", "O", "C", "C", "C", "C", "C", "N", "C", "O", "N", "C", "C", "C", "C", "O", "N", "C", "C", "C", "N", "C", "C", "C", "C", "C", "C", "C", "C", "O", "C", "C", "H", "H", "H", "H", "H", "H", "H", "H", "H", "H", "H", "H", "H", "H", "H", "H", "H", "H", "H", "H", "H", "H", "H", "H", "H", "H", "H", "H"],
  "positions_angstrom": [[-6.89735, -2.99541, -2.10043], [-6.52073, -2.78597, -0.76172], [-6.05759, -1.55604, -0.40009], [-5.90803, -0.47479, -1.26103], [-5.42784, 0.73095, -0.77793], [-5.09492, 0.88336, 0.55894], [-4.54181, 2.18813, 1.06652], [-3.07886, 2.19957, 0.96879], [-2.37994, 1.72416, 2.05972], [-2.91108, 1.35080, 3.07981], [-1.01307, 1.70505, 1.92597], [-0.32400, 2.12891, 0.81569], [1.06664, 2.07752, 0.75918], [1.72616, 2.52991, -0.37287], [3.22194, 2.51896, -0.48608], [3.82433, 3.36111, -1.12273], [3.82683, 1.51819, 0.18899], [5.24051, 1.25197, 0.08359], [5.55299, 0.18861, -0.97952], [4.54852, -0.97182, -0.95664], [4.17218, -1.33760, 0.40402], [3.01302, -2.21568, 0.46834], [3.53103, -3.65221, 0.25964], [4.99058, -3.58457, 0.73562], [5.19894, -2.09850, 1.10345], [0.99755, 3.04543, -1.44762], [-0.37740, 3.08273, -1.40098], [-1.05314, 2.62167, -0.27120], [-2.51855, 2.66118, -0.21509], [-3.21528, 3.06945, -1.11904], [-5.23818, -0.20330, 1.41603], [-5.71425, -1.40743, 0.94503], [-7.71421, -2.32978, -2.39766], [-6.05185, -2.85992, -2.78297], [-7.23867, -4.02822, -2.15249], [-6.16043, -0.55551, -2.30661], [-5.30501, 1.56352, -1.45425], [-4.79636, 2.33225, 2.11771], [-4.90643, 3.02178, 0.46370], [-0.50270, 1.36333, 2.72923], [1.61556, 1.71319, 1.61532], [3.29160, 0.74198, 0.54935], [5.73607, 2.19030, -0.17213], [5.58761, 0.91022, 1.06134], [5.51923, 0.64262, -1.97060], [6.56824, -0.17389, -0.81465], [4.96603, -1.81778, -1.52278], [3.63626, -0.65174, -1.46820], [2.25487, -1.92596, -0.25948], [2.58584, -2.12039, 1.47205], [2.94258, -4.37128, 0.82544], [3.47520, -3.92396, -0.79436], [5.67565, -3.88425, -0.05693], [5.17158, -4.22691, 1.59501], [6.19364, -1.73815, 0.84993], [5.04174, -1.95447, 2.17656], [1.53943, 3.41383, -2.30448], [-0.96293, 3.46897, -2.22086], [-4.96816, -0.09849, 2.45596], [-5.83357, -2.25564, 1.60046]],
  "forces_ev_per_angstrom": [[-0.05, -0.02, -0.21], [0.10, 0.12, 0.30], [0.07, 0.07, 0.12], [-0.13, -0.32, -0.17], [0.01, 0.06, 0.19], [-0.02, 0.17, -0.05], [-0.26, -0.01, 0.02], [-0.18, 0.19, 0.00], [0.46, 0.00, 0.10], [-0.23, -0.13, 0.25], [0.15, -0.14, 0.31], [-0.14, 0.22, -0.60], [0.02, 0.03, -0.11], [-0.39, 0.12, -0.02], [0.04, -0.16, 0.28], [0.03, 0.17, -0.27], [-0.08, -0.10, 0.11], [0.27, -0.02, -0.13], [-0.23, -0.01, 0.14], [0.17, 0.12, -0.11], [-0.11, 0.17, -0.03], [-0.19, -0.19, 0.07], [-0.09, 0.07, -0.04], [0.08, 0.07, -0.03], [0.11, -0.06, 0.21], [0.11, 0.01, -0.03], [-0.04, -0.09, 0.19], [0.43, -0.05, 0.08], [0.11, 0.04, 0.01], [-0.02, 0.01, -0.10], [-0.07, -0.04, -0.08], [-0.08, -0.15, -0.16], [0.04, -0.02, 0.00], [-0.04, 0.01, 0.02], [0.01, 0.08, -0.05], [-0.04, -0.05, -0.09], [0.01, 0.09, -0.06], [0.03, 0.05, -0.18], [0.06, -0.10, 0.16], [-0.22, 0.04, -0.09], [0.09, -0.03, 0.09], [-0.05, 0.07, -0.04], [0.00, -0.11, 0.13], [0.03, 0.08, -0.07], [0.08, -0.01, -0.04], [0.07, 0.01, -0.05], [-0.08, -0.01, -0.06], [0.05, -0.07, 0.01], [-0.01, 0.07, 0.04], [-0.08, -0.05, -0.06], [-0.04, -0.06, -0.05], [-0.02, -0.06, 0.01], [0.01, -0.06, 0.03], [0.07, -0.04, -0.01], [0.04, 0.07, 0.06], [0.12, -0.03, -0.01], [0.04, 0.04, -0.06], [-0.05, 0.02, -0.07], [0.02, 0.01, 0.11], [-0.02, -0.10, 0.08]]
}